[1]
This record from the OMol25 dataset describes a cluster of 4 separate species, C2H10O4 in total at a distorted geometry. The level of theory is the ωB97M-V functional and the def2-TZVPD basis.

SMILES = C=CO.O.O.O
total energy = -10424.9254 eV
energy above the lowest of the compared OMol25 structures with the same formula, charge and spin = 122.3 kJ/mol

Cartesian coordinates (Å):
C: 0.69657 3.34623 -1.54501
C: 1.45145 2.33310 -1.10761
O: 1.00396 1.00479 -1.04495
H: 1.06294 4.40832 -1.50431
H: -0.26832 3.22418 -2.00423
H: 2.46967 2.37038 -0.73447
H: 1.29762 0.53111 -0.25366
O: -1.20058 -6.24925 1.65853
H: -1.07952 -6.19667 0.70453
H: -0.30292 -6.12203 1.98945
O: -2.61312 1.34557 -0.50506
H: -2.25854 1.08346 0.35200
H: -3.39088 1.85360 -0.24822
O: 1.20242 -0.59449 1.41291
H: 0.28424 -0.88797 1.33660
H: 1.64500 -1.45034 1.49349

***

[2]
This record from the OMol25 dataset describes the ion CH5N4O2S with charge +1 at a distorted geometry. The level of theory is the ωB97M-V functional and the def2-TZVPD basis.

SMILES = N[C@@]12N=S1([O-])(O)[N+]2=[NH2+]
total energy = -21997.9338 eV
net charge = +1
energy above the lowest of the compared OMol25 structures with the same formula, charge and spin = 65.3 kJ/mol

Cartesian coordinates (Å):
N: -1.50228 1.50082 0.05353
C: -0.37872 0.87673 -0.07762
N: 1.06936 1.45790 0.07019
S: 1.57892 -0.04601 -0.01074
O: 2.54553 -0.59300 -0.86223
O: 1.79431 -0.77513 1.37067
N: -0.11840 -0.42157 -0.18737
N: -0.99858 -1.42461 -0.51493
H: -2.26989 0.97293 -0.34729
H: -1.52722 2.61213 0.02520
H: 1.44760 -0.27178 2.12941
H: -0.62021 -2.24380 -0.10936
H: -1.02044 -1.64459 -1.53948

***

- total energy of number 2 (CH5N4O2S)?
  -21997.9338 eV

***

- Which formula does entry 2 have?
  CH5N4O2S

***

- What is the energy above the lowest of the compared OMol25 structures with the same formula, charge and spin in the first record?
  122.3 kJ/mol

***

- Among the records above, which one has the lowest energy above the lowest of the compared OMol25 structures with the same formula, charge and spin?
  CH5N4O2S